1.
Below is a 2-piece molecular cluster, C7H11N3O2 overall, with properties calculated with ωB97M-V/def2-TZVPD.

## Properties
HOMO level	-7.95	eV
frontier orbital gap	0.31970	Eh
relative energy (zero: lowest compared OMol25 entry of this formula, charge and spin)	65.2	kcal/mol
SMILES string	Nc1cc(O)n[nH]1.CC(C)=C=O

The geometry in XYZ format:
```
23
Properties=species:S:1:pos:R:3:forces:R:3:mulliken_charge:R:1
N -0.2116 -3.7222 2.3809 -1.93 -2.51 -0.02 -0.47
C -0.0030 -3.0305 1.2301 0.85 1.64 -1.95 0.53
C -0.1677 -3.3880 -0.1116 -0.72 -0.21 1.93 -0.74
C 0.1896 -2.2461 -0.8407 0.18 -1.09 0.08 0.51
O 0.2349 -2.2266 -2.1619 0.15 2.61 -2.29 -0.54
N 0.6204 -1.2808 -0.1121 0.44 1.61 1.55 -0.54
N 0.4620 -1.7263 1.1790 -1.20 -3.45 -1.26 0.01
H -0.7571 -4.6405 2.3195 1.40 2.21 0.09 0.20
H 0.2224 -3.5431 3.2599 0.27 0.27 0.05 0.19
H -0.7469 -4.2349 -0.3710 -0.01 -0.71 -0.73 0.32
H 0.4106 -1.2628 -2.4981 -0.36 -2.46 1.15 0.41
H 0.6725 -1.2728 1.9934 0.91 2.04 1.66 0.16
C -0.7506 2.4510 0.6768 1.41 -0.12 0.30 -0.77
C 0.0014 2.7385 -0.6426 -0.38 1.02 -0.53 0.32
C 0.2355 4.1593 -1.2461 -0.37 -0.66 -1.32 -1.24
C 0.4641 1.7632 -1.4112 -1.01 0.59 1.84 0.41
O 0.8531 0.8385 -1.9825 0.46 -0.35 -1.01 -0.40
H -1.8343 2.7708 0.6048 1.37 -0.09 0.36 0.27
H -0.1064 2.9885 1.5258 -1.90 -1.17 -1.51 0.24
H -0.7272 1.3240 0.8204 -0.06 1.40 0.16 0.15
H -0.4484 5.0194 -1.1232 0.06 -0.80 1.01 0.35
H 0.1266 4.0419 -2.3296 0.11 -0.12 -0.15 0.35
H 1.2599 4.4797 -1.1600 0.36 0.34 0.60 0.29
```
Forces are in eV/Å.

=====

2.
Below is a 4-piece molecular cluster, C22H33F5NO4 overall, with properties calculated with ωB97M-V/def2-TZVPD.

## Properties
spin multiplicity	2
HOMO level (alpha / beta)	-9.19 / -9.72	eV
frontier orbital gap (alpha / beta)	0.30836 / 0.32766	Eh

The geometry in XYZ format:
```
65
Properties=species:S:1:pos:R:3:forces:R:3:mulliken_charge:R:1
C 5.1667 4.3254 1.1099 -5.54 -4.37 0.56 -0.53
C 4.0715 3.5948 0.9791 5.20 2.92 0.95 -0.96
C 2.7720 2.6204 0.8579 1.52 0.57 0.86 1.82
C 2.4139 2.1457 2.3907 -0.14 1.51 0.57 0.67
F 2.3305 3.4021 3.1508 0.09 -2.81 -1.27 -0.34
F 3.4945 1.3930 2.9887 -2.68 1.52 -1.49 -0.32
C 0.9739 1.4389 2.5328 -4.27 -2.34 1.00 0.29
C -0.3182 2.2576 3.0150 -0.30 -3.33 -0.83 -0.40
C -1.7309 1.5718 3.1441 2.30 -2.26 -1.10 -0.60
C -1.9747 0.0349 2.8286 4.13 1.54 -0.35 -0.54
C -0.7196 -0.8050 2.3913 0.43 3.01 0.48 0.16
C -0.8353 -2.3916 2.0265 -0.40 0.42 -0.58 0.76
F -0.0365 -2.6921 0.8429 -2.10 0.45 3.55 -0.19
F -0.4495 -3.2521 3.1041 -0.98 2.07 -3.15 -0.25
F -2.2181 -2.7097 1.6795 3.72 0.56 0.98 -0.24
C 0.6927 -0.1191 2.2561 -1.72 1.84 0.72 -0.25
C 1.5864 3.4966 0.2080 0.50 0.82 -0.96 -1.47
C 1.0863 2.9625 -1.2295 -2.29 2.27 0.86 1.12
C 0.5211 4.2911 -2.0198 1.22 -0.26 -0.53 -1.42
C -0.1996 2.0151 -0.9953 -0.55 0.16 0.13 -0.89
N 2.1625 2.3998 -2.0989 -3.01 -2.10 0.10 0.42
O 1.5631 2.0461 -3.2328 1.68 0.78 0.87 -0.53
C 2.8964 1.2468 -1.5117 2.88 -2.07 -0.21 1.51
C 4.3558 1.2168 -2.2738 -0.58 -0.28 -0.71 -1.35
C 2.2404 -0.2126 -1.8521 0.30 0.28 -1.55 -1.19
C 3.2134 1.2986 0.0604 0.52 -0.37 0.22 -1.18
H 6.1218 4.7627 1.5990 -2.26 -0.84 -1.47 0.36
H -0.2394 3.3753 3.2748 -0.02 -2.05 -0.49 0.39
H -2.6647 2.1789 3.4651 2.01 -1.03 -0.60 0.30
H -3.0037 -0.4690 2.9250 1.86 1.03 -0.19 0.37
H 1.5790 -0.7810 1.9355 -1.64 1.16 0.61 0.23
H 2.0082 4.5706 0.0261 -0.64 -2.02 0.46 0.43
H 0.6534 3.6379 0.8631 1.60 -0.50 -0.82 0.25
H 0.0533 5.0525 -1.2980 0.61 -1.28 -1.08 0.31
H 1.4640 4.7602 -2.5263 -1.74 -0.57 1.01 0.40
H -0.1861 4.0157 -2.8891 1.02 0.36 1.66 0.28
H -0.9111 2.5998 -0.2760 1.34 -1.05 -1.19 0.39
H 0.0578 1.0129 -0.4862 -0.46 1.54 -0.86 -0.02
H -0.8259 1.8541 -1.9671 1.50 0.06 1.68 0.28
H 5.0357 2.0909 -1.9629 -1.06 -1.40 -0.30 0.32
H 4.8601 0.1786 -2.1032 -0.80 1.99 -0.07 0.34
H 4.1550 1.2959 -3.4207 0.32 -0.09 2.04 0.38
H 2.5649 -1.0373 -1.1185 -0.57 1.48 -0.89 0.27
H 1.1052 -0.1730 -2.0126 1.71 -0.14 0.56 0.19
H 2.6957 -0.5151 -2.8851 -0.96 0.44 1.80 0.34
H 2.7802 0.3192 0.5258 0.49 2.11 -0.65 -0.26
H 4.3678 1.1939 0.2034 -2.17 0.23 -0.26 0.40
C -4.8299 -5.5226 1.9268 0.22 0.15 0.12 -0.58
O -4.7317 -4.1501 2.2693 0.09 0.16 0.11 -0.47
H -5.8431 -5.7289 1.5787 0.09 0.11 0.06 0.23
H -4.1189 -5.7527 1.1288 -0.05 -0.25 -0.04 0.23
H -4.6175 -6.1371 2.8053 -0.06 -0.22 -0.13 0.32
H -3.8261 -3.9965 2.5731 -0.31 0.05 -0.14 0.28
C -5.2374 -3.9523 -1.4634 0.03 -0.24 0.11 -0.33
O -5.2737 -4.9460 -2.4763 0.03 -0.30 -0.13 -0.53
H -5.3853 -2.9741 -1.9230 0.02 -0.17 -0.03 0.30
H -6.0353 -4.1366 -0.7399 0.08 0.23 0.14 0.24
H -4.2659 -3.9740 -0.9630 -0.07 0.22 0.17 0.03
H -5.1405 -5.8002 -2.0427 -0.06 0.26 -0.23 0.30
C -0.9679 -2.6731 -2.2356 0.01 -0.09 -0.17 -0.31
O -0.9554 -1.3472 -2.7303 0.06 0.35 -0.27 -0.49
H -1.3861 -2.6653 -1.2286 0.05 0.07 -0.16 -0.10
H -1.5873 -3.3017 -2.8803 0.02 -0.20 0.14 0.32
H 0.0528 -3.0630 -2.2013 -0.05 -0.22 0.14 0.27
H -0.5808 -1.3782 -3.6218 -0.15 0.14 0.28 0.28
```
Forces are in eV/Å.